This record from OMol25 describes a cluster of 13 separate species, C49H89F3O19 in total at a distorted geometry. The level of theory is ωB97M-V/def2-TZVPD.

The geometry in XYZ format:
```
160
Properties=species:S:1:pos:R:3:forces:R:3
C -6.3989 2.1248 -0.3855 -0.6 -1.0 -1.2
C -5.6726 0.9234 -0.9565 0.1 -1.1 -0.3
O -6.0586 -0.1829 -0.1182 0.8 0.9 -1.3
C -6.5639 0.3130 1.0178 0.3 1.0 -0.9
O -6.7171 -0.3422 1.9820 -0.5 -0.2 1.2
O -6.8365 1.6335 0.8410 -0.2 -0.2 2.5
F -4.3106 1.0401 -0.9158 -0.2 0.1 0.2
H -7.3176 2.3065 -0.9653 0.5 0.3 -0.1
H -5.7461 2.9876 -0.3427 0.0 0.2 0.4
H -5.9460 0.6664 -1.9647 0.0 -0.1 -0.4
C 1.1385 -4.6517 -1.8803 0.2 -0.5 0.4
C 0.5641 -3.5828 -1.0154 -0.4 0.6 0.4
O -0.4779 -4.1943 -0.3126 0.0 -0.1 0.4
C -0.7681 -5.4135 -0.8675 2.3 1.8 -1.6
O -1.6714 -6.0901 -0.6265 -2.0 -1.5 1.0
O 0.1563 -5.6677 -1.8331 -0.5 -0.5 -0.3
F 0.0112 -2.5914 -1.7974 0.0 0.1 0.0
H 2.0230 -5.0769 -1.4259 0.5 0.1 -0.1
H 1.3216 -4.2780 -2.8787 0.0 -0.2 -0.2
H 1.2509 -3.1169 -0.3213 0.0 0.2 0.1
C -5.2304 -3.2343 3.1290 0.2 -0.5 0.5
C -4.3414 -2.8056 2.0140 -0.2 1.4 -2.0
O -4.0773 -3.9318 1.2828 -0.3 -1.5 0.1
C -4.4530 -5.0748 2.0215 -0.4 3.2 0.5
O -4.3290 -6.1630 1.6604 0.4 -2.1 -0.6
O -5.0364 -4.6492 3.1788 0.5 -0.4 0.0
F -3.1137 -2.2503 2.3631 -0.4 -0.2 0.8
H -6.3013 -3.0985 2.9839 0.2 0.6 -0.2
H -4.8585 -2.7163 3.9989 -0.2 -0.2 0.7
H -4.8172 -2.0485 1.3810 0.1 -0.1 0.0
C 5.4137 3.1550 -0.9275 -0.8 0.2 1.0
C 4.5405 4.0575 -1.8213 0.2 -0.8 0.3
C 3.3804 3.1180 -2.0853 0.0 0.4 -0.6
O 3.1162 2.4648 -0.8624 -0.3 -0.3 -0.5
C 4.3375 2.3105 -0.1729 0.4 0.7 1.0
H 5.8600 3.7959 -0.1800 0.7 -0.1 0.1
H 6.1668 2.5353 -1.4174 -0.2 0.2 -0.2
H 5.0260 4.4138 -2.6911 0.7 -0.2 -1.3
H 4.3000 5.0042 -1.3665 -0.6 0.0 0.9
H 3.7278 2.4008 -2.8533 -0.4 0.1 0.1
H 2.4730 3.6204 -2.4202 -0.1 -0.2 0.0
H 4.5876 1.2635 0.0650 0.0 0.1 -0.7
H 4.1414 2.7607 0.8088 0.3 0.0 0.0
C -1.5666 5.2943 -0.8963 -0.4 -1.1 -1.6
C -1.5798 6.3885 -1.9662 0.3 0.2 -1.0
C -3.0601 6.5260 -2.2133 -1.1 0.4 1.2
O -3.6037 5.2113 -2.1737 0.2 -0.3 -0.1
C -2.6516 4.3432 -1.5209 -0.1 0.4 0.4
H -1.8474 5.6737 0.0893 0.1 -0.1 -0.2
H -0.6341 4.7279 -0.8879 0.1 0.3 0.4
H -1.1499 6.0407 -2.9355 0.1 0.0 0.8
H -1.0986 7.3400 -1.7049 -0.1 -0.3 0.1
H -3.4275 7.0521 -3.0893 0.4 -0.2 -0.4
H -3.5090 7.0619 -1.3652 0.1 0.2 0.1
H -2.2753 3.6716 -2.3040 0.4 0.1 0.4
H -3.1601 3.7350 -0.7594 0.0 0.2 -0.1
C -0.8951 0.9905 -5.5934 0.6 1.0 -1.6
C -0.5884 2.4998 -5.7444 0.7 -0.2 0.0
C -0.0547 2.8234 -4.3521 0.5 0.0 -0.5
O -0.8228 2.0542 -3.4657 -0.5 -0.3 -0.1
C -1.1488 0.8253 -4.1484 0.0 -0.1 1.2
H -0.0036 0.4266 -5.8570 0.1 0.0 -0.3
H -1.7001 0.6536 -6.2375 -0.1 0.0 0.0
H -1.4603 3.1049 -5.9685 -0.2 0.0 0.0
H 0.1775 2.6829 -6.5039 -0.2 0.0 0.0
H -0.1018 3.8737 -4.1031 -0.4 0.3 0.2
H 1.0088 2.5656 -4.2550 0.1 -0.3 -0.2
H -2.1890 0.5979 -3.9778 -0.3 -0.2 0.5
H -0.4773 0.0422 -3.8044 -0.3 -0.3 0.6
C 3.7578 -0.4681 -4.2369 -0.7 0.6 0.5
C 4.3811 -0.8933 -2.8719 -0.2 0.1 -0.6
C 3.6591 -2.2388 -2.5913 0.6 0.4 0.8
O 2.8734 -2.5538 -3.7213 0.4 -0.8 -0.9
C 2.4819 -1.3077 -4.2777 -0.1 0.4 1.0
H 4.3200 -0.6087 -5.1722 0.3 -0.3 0.7
H 3.4991 0.5836 -4.2015 -0.1 0.3 -0.1
H 4.1990 -0.1968 -2.0474 -0.4 0.2 -0.3
H 5.4655 -0.9245 -2.9275 0.1 -0.6 -0.1
H 2.9806 -2.1454 -1.7159 0.4 0.0 -0.2
H 4.4334 -2.9804 -2.3619 -0.7 -0.3 -0.3
H 1.7209 -0.9589 -3.5588 0.0 0.7 -0.3
H 2.0246 -1.3450 -5.2663 0.1 -0.7 0.0
C -3.7140 -2.4280 -2.0552 0.8 0.8 0.0
C -5.0826 -2.4962 -2.6864 -0.3 -0.7 -1.2
C -4.7731 -3.4068 -3.9302 -0.1 1.3 1.0
O -3.4811 -2.9799 -4.3547 -0.4 -0.5 0.0
C -2.7192 -2.8986 -3.1535 -0.4 -0.1 0.4
H -3.6749 -3.0561 -1.1884 0.2 -0.4 0.5
H -3.4281 -1.4255 -1.7374 -0.2 0.1 0.1
H -5.5166 -1.5159 -2.9203 0.2 -0.3 -0.3
H -5.8011 -3.0515 -2.1029 -0.3 0.1 0.5
H -5.5392 -3.3780 -4.6969 0.3 0.3 -0.4
H -4.7313 -4.4121 -3.5375 0.2 -0.6 0.0
H -1.8932 -2.2262 -3.3355 0.1 0.3 0.0
H -2.2860 -3.8587 -2.8262 -0.2 -0.1 -0.5
C 0.9015 -1.4570 5.0726 0.1 0.7 -0.5
C -0.0205 -1.4760 3.8055 0.3 -0.6 1.2
C 0.0869 -2.9205 3.3108 0.1 0.1 -0.9
O 1.4027 -3.3508 3.6887 -0.5 0.6 0.2
C 1.5120 -2.8663 5.0202 0.5 0.1 0.6
H 0.4027 -1.2088 6.0254 -0.1 -0.5 -0.4
H 1.6389 -0.6365 4.9617 -0.1 -0.6 -0.1
H 0.4501 -0.8748 3.0352 -0.4 0.4 -0.1
H -1.0437 -1.2050 4.0727 0.1 0.2 -0.5
H -0.0009 -2.9121 2.2143 0.1 -0.4 0.3
H -0.6462 -3.6226 3.7186 -0.1 0.2 0.2
H 2.5740 -2.8839 5.2937 -0.2 -0.1 0.0
H 0.9313 -3.5118 5.6956 0.2 -0.1 0.0
C 5.0241 -3.1437 2.4974 -0.4 0.0 0.5
C 5.8281 -4.2318 1.8000 0.1 0.0 -0.3
C 5.1374 -4.2256 0.4246 0.2 -0.3 0.6
O 4.9653 -2.8702 0.1038 0.1 0.9 0.9
C 4.5619 -2.2330 1.3572 -0.2 0.2 -0.9
H 5.6063 -2.6337 3.2723 -0.2 0.1 -0.2
H 4.1180 -3.5421 2.9678 0.3 -0.2 0.1
H 5.8152 -5.1914 2.3096 -0.3 -0.1 0.0
H 6.8914 -3.9571 1.7356 -0.3 0.1 -0.3
H 4.1358 -4.6654 0.5279 0.1 -0.5 -0.1
H 5.7182 -4.6967 -0.3563 0.0 -0.2 -0.3
H 3.4583 -2.1221 1.3284 0.5 0.0 0.2
H 5.0289 -1.2454 1.3872 -0.1 0.0 -0.1
C -1.3875 2.6377 3.3587 -1.2 0.9 -0.3
C -2.6403 1.9312 3.8500 -0.7 -0.5 -0.8
C -3.4489 1.8759 2.5553 -0.1 -0.2 -0.2
O -3.2861 3.1594 1.9716 0.2 0.4 0.2
C -1.9215 3.5405 2.1878 0.1 -0.3 0.0
H -0.6984 1.8817 3.0051 0.6 0.2 0.2
H -1.0801 3.3222 4.1263 1.1 -0.1 0.4
H -3.2561 2.4959 4.5228 0.0 0.8 0.5
H -2.5118 0.9845 4.3781 0.4 -0.2 -0.5
H -4.5065 1.7365 2.7596 -0.2 -0.2 -0.2
H -3.0728 1.1627 1.8079 -0.1 -0.4 0.4
H -1.8870 4.6156 2.4081 -0.1 -0.3 0.2
H -1.3555 3.4295 1.2558 0.1 -0.3 0.1
C 4.1344 1.3367 3.7933 0.0 -1.0 0.0
C 4.4338 0.8297 5.2129 0.1 0.5 0.7
C 4.1140 2.0808 6.0263 -0.4 1.0 -0.6
O 3.0295 2.7770 5.3608 0.1 -1.0 -0.4
C 2.8979 2.1550 4.0717 -0.7 0.4 0.1
H 3.8560 0.5119 3.1306 0.2 0.0 -0.1
H 4.9330 1.8865 3.3151 0.3 0.3 0.2
H 5.4308 0.5665 5.5346 0.7 -0.2 -0.7
H 3.8400 -0.0554 5.4874 -0.3 0.5 -0.2
H 4.9255 2.8286 5.9366 0.2 -0.7 0.6
H 3.8311 1.8835 7.0527 0.1 0.1 0.2
H 2.6465 2.9284 3.3446 0.2 0.0 -0.1
H 2.0728 1.4373 4.0795 -0.4 0.1 0.2
C -1.0436 0.5911 -0.4706 -0.4 0.1 -0.1
C 0.3900 1.1590 -0.6625 -0.8 -1.0 0.0
C 1.1602 0.3757 0.4037 0.0 0.5 -0.8
O 0.5030 -0.8441 0.5956 -0.5 -1.3 -0.7
C -0.8984 -0.5475 0.5434 0.2 0.8 0.7
H -1.5362 0.1977 -1.3654 0.4 0.2 -0.1
H -1.7256 1.3515 -0.0743 0.1 0.0 -0.1
H 0.4025 2.2138 -0.4847 0.2 0.6 0.1
H 0.7962 0.9996 -1.6655 -0.2 -0.2 0.2
H 1.0852 0.8756 1.3504 0.5 0.8 0.7
H 2.1817 0.2308 0.0650 0.2 -0.3 0.4
H -1.1921 -0.2349 1.5663 -0.1 0.0 -0.3
H -1.5229 -1.3938 0.2863 0.4 -0.5 0.0
```
Positions in Å, forces in eV/Å.

Its lowest unoccupied orbital energy is 0.0175 Ha. Its multiplicity is 1. The HOMO energy is -9.28 eV. As for the energy above the lowest of the compared OMol25 structures with the same formula, charge and spin: 0.0 kJ/mol. The frontier orbital gap comes out at 0.3584 hartree. The calculation puts the total energy at -99306.6490 eV.